No. 1
The following is a quantum chemistry calculation of a 15-piece molecular cluster, C3H39N2O14S overall, from the Open Molecules 2025 dataset.

Geometry as XYZ:
```
59
Properties=species:S:1:pos:R:3:forces:R:3
N 0.465920 -0.371450 2.689737 0.41 0.33 -1.31
C 0.750444 1.061169 2.562542 -0.36 -0.56 1.37
C -0.128967 1.830508 3.603920 -0.47 -1.61 0.46
S -0.278264 3.622561 3.368263 -0.29 -0.51 -0.16
C 2.292328 1.359037 2.654627 -1.74 0.65 -1.84
N 3.036321 0.673229 1.520420 -2.02 -0.09 0.33
H 3.912197 0.280314 1.830939 0.37 0.34 -0.17
H 0.772228 -0.752652 3.559294 0.30 -0.23 0.57
H -0.502995 -0.644083 2.550513 0.33 0.70 0.01
H 0.367715 1.476930 1.613444 0.49 -0.55 -0.09
H -1.110599 1.280236 3.534133 0.58 1.09 -0.28
H 0.116090 1.527307 4.646757 0.47 0.76 -0.52
H -1.181021 3.488397 2.366826 0.27 0.23 0.27
H 2.841721 1.137735 3.548999 -0.36 -0.07 0.70
H 2.178970 2.435041 2.466399 1.29 -0.03 0.15
H 3.090731 1.229312 0.604931 0.95 0.26 0.93
H 2.500879 -0.146227 1.208958 -0.02 -0.21 0.21
H -4.759748 -1.128275 -0.513475 0.90 -0.01 -0.24
H -3.431398 -0.452637 -1.198325 0.34 -0.93 0.30
O -4.332602 -0.358747 -0.911788 -1.43 0.86 0.07
H 4.668156 2.204439 -0.427338 0.36 0.00 -0.79
H 3.168464 2.250556 -1.144122 0.86 0.01 -0.33
O 3.730225 2.319604 -0.327725 -1.15 0.37 0.50
H 0.367653 -1.494387 -3.219616 -0.47 -0.34 0.04
H 0.398497 -2.689962 -2.105919 0.56 1.73 -1.67
O 0.842071 -1.843076 -2.463441 0.23 -1.36 1.10
H 2.030749 0.855935 -1.972842 -0.39 0.36 0.26
H 1.325867 2.160613 -2.443987 0.50 -0.34 0.15
O 2.194424 1.721201 -2.403865 -0.26 0.42 -0.44
H 0.664019 -0.054453 -0.136267 0.19 -0.35 -0.75
H 1.231375 -0.872878 -1.439139 -0.31 0.72 1.17
O 1.444399 -0.164064 -0.708532 0.05 -0.48 0.09
H -3.854157 0.678661 -3.444568 -0.52 0.34 0.56
H -4.049339 1.626899 -2.127980 -0.27 -0.81 -0.76
O -3.512449 1.405212 -2.908539 0.71 0.56 0.00
H -0.550038 -0.265693 -4.930110 0.00 0.41 0.01
H -0.315231 0.776236 -3.785471 0.51 0.07 -0.20
O -0.962686 0.197980 -4.189888 -0.26 -0.72 -0.20
H -3.416654 -0.891687 3.025823 -0.18 -0.60 0.50
H -2.065126 -1.685740 2.611172 -0.83 -0.37 0.74
O -2.632422 -0.921159 2.487777 0.90 0.69 -1.21
H 4.257677 -2.172381 0.706811 -0.73 -0.03 -0.34
H 2.861713 -2.371361 0.009993 0.18 -0.02 -0.13
O 3.393749 -1.754463 0.522103 0.87 -0.49 0.47
H 1.925735 -2.858627 2.636202 -0.27 0.09 -0.56
H 0.400403 -3.229453 2.857880 0.22 -0.01 -0.56
O 1.253175 -3.101627 3.271062 0.13 -0.26 1.15
H -1.381429 -3.760277 -2.493678 1.58 -0.60 -1.38
H -0.929660 -3.624016 -3.923219 -0.01 -0.05 -0.21
O -0.584903 -3.953331 -3.090999 -1.20 -0.18 1.88
H -1.842467 -1.253413 0.508352 -0.24 0.47 -0.38
H -1.499740 -0.483027 -0.841705 0.23 0.41 0.41
O -1.411336 -1.314928 -0.354827 0.06 -0.88 0.11
H -1.445759 1.943695 -1.361218 0.87 -1.39 0.21
H -1.632956 1.033386 -2.457960 -0.20 -0.58 -0.04
O -1.083574 1.053614 -1.649940 -0.99 2.37 -0.04
H -2.768354 -1.910899 -3.157598 -0.41 0.56 0.29
H -3.631564 -3.191824 -3.461135 -0.46 0.24 0.11
O -2.772651 -2.781343 -3.537003 0.13 -0.35 -0.52
```
Forces are in eV/Å.

Results
- Charge: +1
- Frontier orbital gap: 9.11 eV
- Energy above the lowest of the compared OMol25 structures with the same formula, charge and spin: 0.000 eV
- E_LUMO: -2.574 eV


No. 2
The following is a quantum chemistry calculation of C4H9F3RuSbSe4 as an isolated structure, from the Open Molecules 2025 dataset.

Geometry as XYZ:
```
22
Properties=species:S:1:pos:R:3:forces:R:3
Ru -0.136843 0.323335 0.872082 -0.05 -0.13 0.15
Se 1.907239 0.152191 -0.314391 0.10 0.00 -0.08
Se 3.137639 1.146012 1.368988 0.02 0.05 -0.06
Se 2.595881 0.003917 3.324216 0.04 -0.02 0.08
Se 0.475219 -0.731566 3.117101 -0.10 -0.06 -0.09
C -4.156217 0.765127 0.131974 -0.04 -0.02 0.04
Sb -2.531328 -0.582096 0.027857 0.05 0.04 0.03
C -2.417787 -1.065303 -2.030008 0.00 -0.04 -0.02
C -3.309062 -2.349591 0.894966 -0.01 -0.03 0.00
H -5.034225 0.285358 -0.297167 0.00 0.00 -0.01
H -3.920937 1.671430 -0.419928 0.03 -0.01 -0.02
H -4.350190 1.018306 1.172019 0.00 0.00 0.00
H -3.401475 -1.382242 -2.372359 0.00 0.01 0.01
H -1.706433 -1.876046 -2.174543 0.00 0.00 0.01
H -2.096031 -0.195379 -2.598403 0.00 0.02 0.04
H -4.217239 -2.628666 0.363224 0.00 0.00 -0.01
H -3.544768 -2.176204 1.942911 0.01 0.02 0.00
H -2.580933 -3.154118 0.817586 0.01 0.01 -0.01
F 0.357888 3.057438 0.213071 -0.04 0.00 0.00
C -0.623799 2.154915 0.178238 -0.03 0.04 0.03
F -1.549089 2.535821 1.106444 0.02 0.07 -0.12
F -1.202910 2.225959 -1.032378 -0.02 0.02 0.01
```
Forces are in eV/Å.

Results
- Charge: +1
- Multiplicity: 5
- Frontier orbital gap (alpha / beta): 7.46 / 6.25 eV
- Energy above the lowest of the compared OMol25 structures with the same formula, charge and spin: 1.309 eV
- E_LUMO (alpha / beta): -4.527 / -6.459 eV


Across the entries above, strongest force on any atom takes the values 2.6; 0.2 eV/Å, respectively.